DFT (the ωB97M-V functional and the def2-TZVPD basis) results for 4 unconnected molecules or ions with the total composition C21H48N4O6S.

## Properties
Highest occupied orbital energy = -0.2903 Eh
Strongest force on any atom = 12.0 eV/Å
Frontier orbital gap = 6.96 eV

```
! wB97M-V def2-TZVPD RIJCOSX def2/J DEFGRID3
* xyz 0 1
N -7.9550 -1.6986 8.1746
C -6.8346 -1.0071 8.1399
O -5.5865 -0.3762 8.6852
C -4.5190 -1.3097 8.2926
O -4.2433 -1.0315 6.8540
S -2.8008 -1.9445 6.6131
O -1.9613 -1.6311 5.3250
O -3.3357 -3.4060 6.4619
O -2.0347 -1.5500 8.0928
C -3.0772 -1.2491 9.1293
O -3.0649 -2.4314 10.0519
H -4.9500 -2.3641 8.5777
H -3.0320 -0.1830 9.6308
H -2.1018 -2.7094 10.0686
C 3.3345 -0.9988 0.9405
C 2.0071 -1.6147 1.3728
N 1.0945 -0.6736 2.0285
C -0.0547 -1.3296 2.6640
C -1.0473 -2.0487 1.7548
C 0.7757 0.5471 1.2853
C 0.1371 0.3898 -0.0914
H 3.8540 -0.5386 1.7890
H 3.9883 -1.7767 0.5304
H 3.2023 -0.2437 0.1605
H 2.2473 -2.4207 2.0770
H 1.5413 -2.0884 0.5028
H -0.6000 -0.5978 3.2718
H 0.3321 -2.0593 3.3871
H -1.6967 -1.3489 1.2271
H -1.6996 -2.6895 2.3604
H -0.5543 -2.6916 1.0213
H 1.6987 1.1291 1.1673
H 0.1348 1.1927 1.8982
H 0.6076 -0.3964 -0.6878
H 0.2368 1.3264 -0.6508
H -0.9319 0.1795 -0.0166
C -3.9890 -0.8307 -5.9212
C -3.8152 -0.9196 -4.4079
N -3.1313 0.2329 -3.8140
C -2.7435 0.0175 -2.4147
C -3.8627 -0.1632 -1.3931
C -3.7070 1.5484 -4.1001
C -5.1561 1.7902 -3.6884
H -3.0247 -0.6964 -6.4247
H -4.4367 -1.7571 -6.2982
H -4.6518 -0.0105 -6.2110
H -3.2221 -1.8210 -4.2105
H -4.7965 -1.0851 -3.9520
H -2.0966 0.8399 -2.0867
H -2.1030 -0.8731 -2.3763
H -4.3467 0.7831 -1.1478
H -3.4442 -0.5555 -0.4582
H -4.6251 -0.8712 -1.7273
H -3.6249 1.7328 -5.1789
H -3.0796 2.3286 -3.6519
H -5.8090 0.9462 -3.9261
H -5.5473 2.6642 -4.2206
H -5.2397 2.0073 -2.6215
C 3.1409 2.0602 -2.5305
C 4.5579 2.0083 -1.9672
N 5.3816 0.9262 -2.5141
C 6.6390 0.7298 -1.7826
C 7.6597 1.8638 -1.8182
C 5.5008 0.8739 -3.9726
C 6.0731 2.0990 -4.6792
H 2.6178 1.1090 -2.3783
H 2.5673 2.8423 -2.0205
H 3.1316 2.2971 -3.5981
H 4.4622 1.8648 -0.8839
H 5.0283 2.9860 -2.1125
H 7.1223 -0.1903 -2.1321
H 6.3896 0.5317 -0.7321
H 8.1843 1.9093 -2.7735
H 8.4214 1.6942 -1.0475
H 7.2097 2.8393 -1.6179
H 4.5067 0.6730 -4.3921
H 6.0899 -0.0053 -4.2610
H 5.6713 3.0377 -4.2887
H 5.8242 2.0567 -5.7452
H 7.1625 2.1296 -4.6108
*
```

DFT (the ωB97M-V functional and the def2-TZVPD basis) results for 4 unconnected molecules or ions with the total composition C21H49BClN2O19P4.

## Properties
Highest occupied orbital energy = -0.3861 Eh
Strongest force on any atom = 10.2 eV/Å
Frontier orbital gap = 6.13 eV

```
! wB97M-V def2-TZVPD RIJCOSX def2/J DEFGRID3
* xyz 1 1
C 0.8902 2.7894 -0.4394
C -0.6969 3.2491 -0.2366
O -1.4934 2.0134 -0.1827
B -2.5017 1.9452 -1.2587
O -2.2419 2.3838 -2.6757
C -4.0057 1.3211 -0.9749
C -5.4635 2.0308 -1.3810
P -5.8128 3.7031 -2.2583
O -6.1920 3.5256 -3.8078
O -4.4196 4.8046 -2.2280
O -7.1185 4.6272 -1.4856
N -6.5640 1.1080 -0.8851
C -8.0723 1.2179 -0.9165
C -8.7911 0.5196 -2.2186
C -10.3264 0.0870 -1.7271
Cl -9.0085 1.7957 -3.5560
C -5.8348 -0.0637 -0.2341
N -4.3103 0.0202 -0.2657
C -3.4301 -1.0349 0.3671
C -2.2239 -1.6008 -0.5882
O -2.4269 -1.4066 -2.0327
C -1.0378 -1.4967 -2.5936
C -0.3741 -0.3890 -3.6076
O -0.2258 -2.5267 -2.2255
H 1.1110 1.9233 0.3440
H 1.5671 3.7411 -0.2132
H 1.0612 2.4257 -1.5389
H -0.8433 3.7830 0.8202
H -1.0347 4.0252 -1.0446
H -2.2770 3.3918 -2.7293
H -4.2484 5.0911 -3.1824
H -7.3140 4.2510 -0.5767
H -8.4340 2.3405 -0.7337
H -8.4674 0.6214 0.0388
H -8.1844 -0.4026 -2.6484
H -11.0104 -0.2652 -2.6135
H -10.2338 -0.8371 -0.9845
H -10.8912 0.9630 -1.1790
H -6.3582 -0.9964 0.2776
H -3.0899 -0.6422 1.4184
H -4.1419 -1.9676 0.5879
H -1.9845 -2.7353 -0.3044
H -1.2502 -0.9811 -0.3030
H -1.0575 -0.1828 -4.5387
H 0.6433 -0.8371 -4.0420
H -0.0499 0.6197 -3.0603
C 3.8399 1.9537 7.0184
O 4.2754 1.7905 5.6782
P 3.4908 2.7169 4.4457
O 2.1552 2.6748 5.2006
O 3.5260 1.4447 3.3928
C 3.9505 0.1566 3.7813
O 2.7063 3.6433 3.2131
C 2.9459 5.0301 3.3346
H 4.5571 1.4522 7.6750
H 3.8041 3.0162 7.2818
H 2.8663 1.4828 7.1655
H 3.3830 -0.2108 4.6420
H 5.0194 0.1716 3.9994
H 3.7886 -0.5355 2.9463
H 4.0180 5.2295 3.2581
H 2.5691 5.3953 4.2948
H 2.4276 5.5522 2.5255
C 4.6093 2.4686 -0.0109
O 5.3953 2.3008 -1.1798
P 5.8383 0.6938 -1.6426
O 5.9017 0.2405 -0.1776
O 7.3497 1.1836 -2.0945
C 7.8191 2.4931 -1.8594
O 6.2813 -0.9132 -2.1055
C 5.1720 -1.6960 -2.4955
H 4.2647 3.5064 0.0240
H 3.7361 1.8082 -0.0396
H 5.2074 2.2848 0.8834
H 7.7445 2.7626 -0.8012
H 7.2651 3.1995 -2.4794
H 8.8747 2.5476 -2.1510
H 4.6765 -1.2355 -3.3542
H 4.4649 -1.7881 -1.6655
H 5.5226 -2.6925 -2.7784
C 3.6283 -6.6305 -0.9388
O 2.7485 -5.8136 -0.1831
P 1.5650 -6.5898 0.8117
O 1.4359 -7.7585 -0.1748
O 0.4222 -5.4620 0.4242
C 0.6430 -4.4714 -0.5558
O 0.3816 -7.3660 1.8066
C 0.9546 -8.0877 2.8772
H 4.4191 -5.9948 -1.3481
H 4.0851 -7.3934 -0.2994
H 3.1010 -7.0895 -1.7770
H 0.9343 -4.9124 -1.5142
H 1.4013 -3.7697 -0.2054
H -0.2873 -3.9111 -0.7076
H 1.5243 -7.4101 3.5185
H 1.6118 -8.8739 2.4932
H 0.1545 -8.5463 3.4649
*
```

DFT (the ωB97M-V functional and the def2-TZVPD basis) results for 12 unconnected molecules or ions with the total composition C21H49F3O18.

## Properties
Highest occupied orbital energy = -0.3389 Eh
Strongest force on any atom = 1.4 eV/Å
Frontier orbital gap = 9.38 eV
Energy relative to the best compared isomer or geometry (same formula, charge and spin) = 0.0 kcal/mol

```
! wB97M-V def2-TZVPD RIJCOSX def2/J DEFGRID3
* xyz 0 1
C 2.2227 3.8900 1.7511
C 1.7275 4.5657 3.0193
O 0.4812 3.9769 3.2519
C 0.0232 3.4384 2.0865
O -1.0800 3.0579 1.8905
O 1.0092 3.3641 1.1758
F 1.5093 5.9018 2.7943
H 2.8831 3.0403 1.9241
H 2.6984 4.5884 1.0673
H 2.4035 4.4741 3.8628
C -1.3174 4.1576 -1.4491
C -0.4033 2.9671 -1.7246
O 0.1764 3.3221 -2.9478
C -0.5905 4.2545 -3.5690
O -0.4393 4.6360 -4.6744
O -1.5839 4.6833 -2.7377
F -1.0858 1.7903 -1.8961
H -0.8323 4.8742 -0.7857
H -2.2430 3.8304 -0.9734
H 0.2642 2.8420 -0.8827
C -2.3253 -5.4695 1.7943
C -3.2602 -4.3444 2.2341
O -2.9164 -3.2817 1.3937
C -1.7406 -3.5435 0.7551
O -1.2371 -2.8184 -0.0293
O -1.2776 -4.7683 1.0926
F -3.0207 -3.9732 3.5220
H -2.7911 -6.1469 1.0818
H -1.8845 -6.0044 2.6301
H -4.3054 -4.6192 2.1177
C -3.7280 1.3050 0.4835
C -4.5409 1.5702 -0.7915
C -4.1778 0.3737 -1.6638
O -4.0787 -0.7142 -0.7521
C -3.4714 -0.2084 0.4342
H -4.3177 1.5361 1.3750
H -2.8389 1.9239 0.5746
H -4.3048 2.5209 -1.2753
H -5.6109 1.5832 -0.5820
H -3.2085 0.5222 -2.1543
H -4.9566 0.1526 -2.3914
H -2.3972 -0.4408 0.4054
H -3.8576 -0.7806 1.2779
C 1.1895 -3.4496 3.1790
O 0.0822 -3.5731 4.0694
H 1.0130 -2.6634 2.4452
H 2.0630 -3.1812 3.7804
H 1.4660 -4.3875 2.6961
H -0.2684 -4.4645 4.0548
C 0.5264 -0.1281 0.1271
O 1.8126 0.4058 0.4829
H 0.3945 -1.0904 0.6086
H -0.2498 0.5482 0.4916
H 0.4980 -0.2485 -0.9564
H 1.9251 1.2770 0.0670
C -1.3240 -1.4353 -3.3690
O -1.3483 -2.1279 -4.6221
H -1.9021 -0.5269 -3.5012
H -1.7140 -2.0671 -2.5695
H -0.2910 -1.1780 -3.1105
H -0.6645 -2.8008 -4.5954
C 4.0375 2.6817 -1.2472
O 2.6779 2.2797 -1.3244
H 4.6578 1.9921 -1.8253
H 4.1590 3.6597 -1.7255
H 4.4010 2.7121 -0.2231
H 2.5580 1.7614 -2.1385
C 4.1914 -1.7284 2.0204
O 4.2210 -0.4728 1.3878
H 3.2198 -1.9734 2.4464
H 4.6354 -2.5211 1.4089
H 4.8622 -1.7039 2.8961
H 3.3152 -0.1501 1.2357
C 2.5116 -2.6037 -1.1393
O 2.3573 -2.0205 -2.4337
H 3.3287 -3.3267 -1.0980
H 2.7455 -1.8006 -0.4424
H 1.5741 -3.0522 -0.7982
H 1.9009 -2.6486 -2.9988
C 1.8507 0.4736 -4.7501
O 2.3913 0.6120 -3.4465
H 0.8915 -0.0504 -4.7444
H 1.7014 1.4573 -5.1870
H 2.5621 -0.0761 -5.3746
H 2.5938 -0.2593 -3.0741
C -1.1192 -0.4567 3.1655
O -1.1017 -1.0109 4.4695
H -1.9226 0.2732 3.1174
H -0.1599 0.0438 2.9742
H -1.2629 -1.2181 2.3912
H -0.5623 -1.8111 4.4649
*
```

DFT (the ωB97M-V functional and the def2-TZVPD basis) results for 9 unconnected molecules or ions with the total composition C21H49F9NO19S6.

## Properties
Highest occupied orbital energy = 0.0204 Eh
Strongest force on any atom = 6.0 eV/Å
Frontier orbital gap = 4.03 eV

```
! wB97M-V def2-TZVPD RIJCOSX def2/J DEFGRID3
* xyz -3 1
N 1.8669 -3.7250 1.4938
H 2.0283 -2.7595 1.2453
H 2.2035 -4.3716 0.7947
H 0.8631 -3.7922 1.5828
H 2.2155 -3.9030 2.4249
C -0.4591 -5.0138 -2.1619
F -1.1845 -5.5729 -1.1714
F -0.9451 -5.4239 -3.3599
F -0.3586 -3.6930 -2.0008
S 1.4033 -5.6571 -1.9448
O 1.3624 -7.0755 -1.9739
O 2.1873 -5.1477 -3.0778
O 1.8117 -5.1276 -0.6833
C 3.6966 4.5051 2.0481
F 3.2722 4.1281 0.8441
F 4.7931 5.3000 1.9614
F 2.7467 5.1970 2.6854
S 4.2356 3.0596 3.1757
O 4.6745 1.9675 2.1995
O 5.2981 3.5975 4.0251
O 3.1195 2.6068 4.0031
C 3.9890 0.9144 -3.1867
F 2.8432 0.3160 -2.8781
F 4.0925 1.0580 -4.5143
F 4.1191 2.1674 -2.6404
S 5.5282 -0.1518 -2.6587
O 5.6028 -1.3005 -3.6326
O 6.7158 0.7100 -2.8787
O 5.3628 -0.7285 -1.3105
C 1.6769 1.1507 -0.1954
C 1.4431 -0.3406 0.1280
C 1.1303 -1.2792 -1.1438
O 2.3910 -0.8598 1.0183
H 0.8202 1.5727 -0.7209
H 2.6601 1.2786 -0.6481
H 1.8696 1.7580 0.6891
H 0.4734 -0.3720 0.6249
H 0.2588 -1.0073 -1.7393
H 0.9632 -2.2738 -0.7301
H 1.8946 -1.4246 -1.9072
O 3.2486 -0.8859 3.9576
S 1.9236 -1.1226 4.5671
O 1.3860 -2.5125 4.4506
O 1.9302 -0.6306 6.1350
C 0.9478 -0.9928 7.0606
C -0.5235 -0.9010 6.6093
C 0.8920 0.2700 3.9568
H 1.0069 -0.5500 8.0549
H 1.0614 -2.0562 7.2715
H -0.7513 -1.6707 5.8720
H -0.6574 0.0858 6.1661
H -1.1167 -0.8742 7.5234
H 0.8876 0.3980 2.8744
H 1.1591 1.2438 4.3672
H -0.1511 0.0065 4.1317
O 0.3700 5.0671 -4.8559
S -0.1680 3.8740 -4.1975
O -1.2639 4.1227 -3.2132
O -0.7956 2.9415 -5.3780
C -1.7638 3.5634 -6.1480
C -2.4382 2.5203 -7.1122
C 1.0887 2.6770 -3.5960
H -1.4651 4.4210 -6.7508
H -2.4020 3.9391 -5.3482
H -2.6617 2.9570 -8.0856
H -3.3530 2.1686 -6.6352
H -1.9033 1.5710 -7.1385
H 1.5568 2.2824 -4.4977
H 0.6467 1.8394 -3.0563
H 1.8600 3.1747 -3.0083
O -2.4404 -2.2816 2.5295
S -2.1347 -3.2529 1.5341
O -0.8451 -3.8818 1.3299
O -3.3689 -4.4031 1.3303
C -4.7477 -4.0420 1.4276
C -5.1135 -3.6532 2.8387
C -2.5654 -2.4449 -0.1541
H -5.3079 -4.9444 1.1826
H -5.1263 -3.2723 0.7551
H -4.7944 -2.6421 3.0913
H -4.5254 -4.3157 3.4738
H -6.1687 -3.8549 3.0230
H -3.6336 -2.2559 -0.2605
H -2.2867 -3.2322 -0.8544
H -1.9068 -1.5928 -0.3223
C -3.3871 0.2308 -2.7688
C -2.5877 1.3704 -2.1485
C -2.7618 1.4985 -0.5862
C -1.9314 2.7877 -0.1174
C -1.6012 2.9188 1.4105
C -0.6121 4.0266 1.7326
H -3.2986 0.3565 -3.8479
H -4.4294 0.2162 -2.4505
H -2.9983 -0.7840 -2.6845
H -1.5108 1.2549 -2.2708
H -2.8693 2.2726 -2.6915
H -2.3689 0.6085 -0.0945
H -3.8110 1.6795 -0.3528
H -0.9843 2.7351 -0.6543
H -2.4634 3.7298 -0.2503
H -2.4825 3.0102 2.0454
H -1.1250 1.9820 1.7000
H -0.2207 4.0858 2.7482
H 0.3057 3.9269 1.1531
H -1.1127 4.9499 1.4410
*
```

DFT (the ωB97M-V functional and the def2-TZVPD basis) results for a molecular structure, C21H50B3O9P.

## Properties
Highest occupied orbital energy = -0.3012 Eh
Strongest force on any atom = 1.3 eV/Å
Frontier orbital gap = 8.72 eV

```
! wB97M-V def2-TZVPD RIJCOSX def2/J DEFGRID3
* xyz 0 1
C 5.8507 -1.1507 -1.0528
C 5.5781 -0.5135 -2.4219
C 6.1872 0.8990 -2.5819
C 5.1187 2.0013 -2.7076
C 4.7265 2.5420 -1.3240
B 3.2800 3.1079 -1.2082
O 2.9984 4.1559 -0.3213
B 2.1758 3.6597 0.6465
O 1.3679 2.5615 0.4046
B 1.2998 2.1034 -0.9074
P 0.0910 0.7215 -1.4233
C -0.8822 0.2720 0.0883
C -1.3339 -1.2018 -0.0368
C -1.0896 1.3998 -2.6808
C -1.6156 0.2547 -3.5656
O 2.1874 2.5583 -1.8579
H 6.7987 -0.8255 -0.6354
H 5.8924 -2.2327 -1.1388
H 5.0601 -0.9207 -0.3428
H 4.5034 -0.4548 -2.5603
H 6.0299 -1.1568 -3.1698
H 6.7386 1.1091 -1.6699
H 6.9100 0.9489 -3.3904
H 5.5560 2.8173 -3.2754
H 4.2569 1.6112 -3.2370
H 5.4385 3.2715 -0.9506
H 4.7577 1.7002 -0.6249
H 2.1621 4.1436 1.7304
H -0.2099 0.3781 0.9297
H -1.7335 0.9371 0.1896
H -0.5368 -1.8304 0.3418
H -2.2639 -1.4003 0.4823
H -1.4224 -1.4363 -1.0902
H -0.5988 2.1199 -3.3248
H -1.9262 1.8652 -2.1697
H -0.8217 -0.4580 -3.7583
H -2.4319 -0.2713 -3.0835
H -1.9761 0.6592 -4.5064
C -8.9328 0.9337 -1.1199
O -8.2255 2.1165 -1.4258
C -8.5713 3.2463 -0.6453
C -7.3601 3.9839 -0.1131
O -6.5820 3.2906 0.8461
C -5.8425 2.1490 0.4551
C -4.6590 2.4057 -0.4551
O -5.0398 2.8680 -1.7388
C -4.3624 4.0242 -2.1859
H -9.8572 0.8697 -1.7029
H -8.2971 0.0874 -1.3823
H -9.1694 0.8652 -0.0541
H -9.2193 2.9633 0.1906
H -9.1293 3.9428 -1.2843
H -7.7413 4.8571 0.4229
H -6.7419 4.3623 -0.9293
H -6.4934 1.3745 0.0450
H -5.4356 1.7502 1.3883
H -4.1266 1.4532 -0.5823
H -3.9792 3.1130 0.0317
H -4.1252 4.7054 -1.3638
H -5.0173 4.5480 -2.8829
H -3.4436 3.7492 -2.7142
C 2.7496 -4.1539 0.2229
O 2.8654 -3.5234 1.4812
C 1.6419 -3.1281 2.0734
C 1.5390 -3.5270 3.5310
O 1.4623 -4.9166 3.7913
C 2.5862 -5.7406 3.5393
C 3.7749 -5.5413 4.4572
O 4.3912 -4.2765 4.2932
C 4.6139 -3.5570 5.4873
H 2.7652 -3.4163 -0.5863
H 3.6048 -4.8202 0.1036
H 1.8372 -4.7533 0.1509
H 0.7868 -3.5371 1.5248
H 1.5851 -2.0322 2.0195
H 0.5894 -3.1254 3.8951
H 2.3256 -3.0544 4.1221
H 2.8863 -5.6937 2.4909
H 2.2266 -6.7582 3.7134
H 4.5158 -6.3130 4.2136
H 3.4562 -5.6914 5.4937
H 3.8238 -3.7337 6.2227
H 4.6174 -2.4951 5.2392
H 5.5834 -3.8162 5.9249
*
```